Entry 1:
23
Properties=species:S:1:pos:R:3:forces:R:3:nbo_charge:R:1 method="wB97M-V/def2-TZVPD" mol_weight_g_mol=126.20 orbital_gap_ev=7.1 largest_force_ev_per_a=2.054 lumo_ev=0.819 energy_ha=-384.43628 total_charge=0 relative_energy_kcal_mol=122.8 e_homo_ev=-6.28
C 0.236 -1.229 1.671 -0.1309 0.0623 0.2767 -0.44
N 0.144 -1.036 0.238 0.2126 1.0598 -0.9598 -0.47
C -1.425 -0.837 -0.502 1.1644 0.3933 -1.6461 0.02
C -2.352 -0.462 0.375 -1.2922 0.2084 0.8461 -0.74
H 0.602 -1.785 -0.270 0.0348 -0.0230 0.0632 0.39
H -1.622 -1.621 -1.218 -0.1946 -0.3325 0.2680 0.19
H -0.470 -2.010 1.957 0.1474 -0.0343 0.0247 0.23
H 1.262 -1.471 1.958 -0.1200 -0.1384 0.0172 0.20
H -0.054 -0.308 2.166 -0.0255 -0.0264 -0.0258 0.24
H -2.196 0.254 1.163 0.1308 0.2771 -0.0426 0.19
H -3.333 -0.909 0.349 -0.0646 -0.1011 -0.1605 0.21
C 2.163 0.265 -0.349 -0.2718 0.2072 -0.4067 -0.63
C 0.632 0.281 -0.395 0.3254 -0.8022 0.4767 0.27
C -0.219 2.444 0.012 -0.6145 -0.3020 -0.3488 -0.01
C -0.190 0.142 -1.655 0.2734 -0.5651 1.1141 -0.60
N 0.188 1.356 0.491 0.2481 -0.3751 0.0904 -0.44
H 2.551 -0.641 -0.815 0.0177 -0.0540 -0.0434 0.21
H 2.546 1.119 -0.905 0.1072 0.0556 0.0738 0.22
H 2.507 0.321 0.685 0.0463 0.0508 -0.0616 0.22
H -0.615 3.187 0.696 0.2588 0.2074 0.0658 0.18
H -0.348 2.627 -1.060 0.1826 0.0813 0.1251 0.16
H 0.126 -0.696 -2.280 0.2893 -0.1199 0.1374 0.18
H -0.133 1.008 -2.311 -0.7247 0.2706 0.1160 0.20



Entry 2:
23
Properties=species:S:1:pos:R:3:forces:R:3:nbo_charge:R:1 method="wB97M-V/def2-TZVPD" mol_weight_g_mol=126.20 orbital_gap_ev="7.9 / 7.7" largest_force_ev_per_a=1.406 lumo_ev="-0.157 / 0.150" energy_ha=-384.41608 total_charge=0 relative_energy_kcal_mol=135.4 e_homo_ev="-8.02 / -7.53"
C 1.330 -0.847 0.856 0.5622 -0.4975 0.2263 -0.32
C -2.318 0.639 -0.836 0.0634 -0.0331 0.0580 -0.66
C 0.684 0.588 -1.579 -0.0136 -0.0288 0.1205 -0.65
C 0.982 -2.203 0.290 -0.1291 0.1171 0.1175 -0.66
N -0.580 -0.735 2.065 0.8701 -0.2721 -0.0550 -0.38
C -1.227 0.300 0.139 0.4898 -0.9278 0.5755 0.23
C 0.205 0.754 -0.149 -1.0052 0.9727 -0.1393 -0.04
C 0.451 1.949 0.477 0.1819 -0.2742 -0.1050 -0.37
N -1.485 -0.376 1.194 -0.6895 0.8095 -0.7199 -0.23
H -0.221 0.075 2.577 -0.2009 0.1470 -0.0518 0.32
H 1.691 -0.861 1.879 -0.1533 -0.0606 0.1304 0.20
H 2.104 -0.339 0.291 -0.1335 0.1291 -0.2536 0.18
H -3.276 0.321 -0.430 0.0297 -0.0039 0.0101 0.24
H -2.349 1.712 -1.030 0.0336 0.0053 0.0091 0.22
H -2.160 0.134 -1.792 0.0166 0.0149 0.0393 0.22
H 1.702 0.962 -1.690 -0.0159 -0.0334 0.0248 0.22
H 0.654 -0.453 -1.897 0.0621 -0.0399 0.0210 0.22
H 0.048 1.153 -2.265 -0.0039 0.0019 0.0471 0.22
H 1.844 -2.664 -0.203 -0.0622 0.0507 -0.0195 0.21
H 0.623 -2.868 1.073 -0.0073 0.0222 -0.0298 0.23
H 0.177 -2.123 -0.448 0.0617 -0.0559 -0.0338 0.20
H 1.020 2.737 -0.004 0.2666 -0.1106 0.0985 0.19
H 0.100 2.145 1.482 -0.2233 0.0675 -0.0703 0.19



Entry 3:
23
Properties=species:S:1:pos:R:3:forces:R:3:nbo_charge:R:1 method="wB97M-V/def2-TZVPD" mol_weight_g_mol=126.20 orbital_gap_ev="8.1 / 8.1" largest_force_ev_per_a=4.817 lumo_ev="0.003 / 0.003" energy_ha=-384.43175 total_charge=0 relative_energy_kcal_mol=125.6 e_homo_ev="-8.13 / -8.13"
C 1.290 -1.051 1.425 -0.1913 0.1497 0.2882 -0.74
C 1.469 1.696 -0.928 -1.5595 -0.5007 0.3565 -0.69
C 0.591 -1.245 0.121 -1.7671 1.6087 -1.8958 0.49
N 1.135 -1.642 -0.949 -1.0444 1.6745 -0.5808 -0.83
H 1.887 -1.041 -1.309 0.6955 -1.6359 0.6477 0.40
H 1.454 0.014 1.605 -0.1435 0.0752 0.0950 0.24
H 0.665 -1.444 2.230 0.1268 0.0996 0.1081 0.24
H 2.260 -1.556 1.423 -0.2775 0.0253 -0.1051 0.24
H 2.121 0.856 -0.683 -0.1638 -0.0839 -0.2772 0.20
H 1.617 2.415 -0.121 -0.1527 0.1497 -0.0762 0.21
H 1.770 2.142 -1.876 0.1631 -0.0689 -0.0014 0.23
C -1.747 -0.151 1.241 -0.2103 0.5556 -0.0224 -0.68
C -1.091 -0.729 0.016 1.8678 -3.6624 1.7646 -0.08
C -0.105 1.372 -1.099 2.0503 4.2021 -1.1579 0.14
C -1.782 -1.650 -0.682 0.6200 -0.5160 0.0841 -0.33
N -0.937 2.319 -0.752 0.5974 -1.8142 -1.4677 -0.64
H -0.444 3.159 -0.438 0.0232 -0.6306 0.9847 0.33
H -0.239 0.812 -2.050 -0.8480 -0.7658 1.4513 0.20
H -1.030 0.231 1.972 -0.1177 -0.0218 -0.0631 0.21
H -2.391 0.681 0.941 0.2535 0.1256 0.0082 0.25
H -2.426 -0.860 1.725 0.2543 -0.1332 0.0435 0.21
H -1.360 -2.247 -1.484 0.4964 0.2471 0.0835 0.21
H -2.710 -2.084 -0.328 -0.6723 0.9205 -0.2680 0.19



Entry 4:
24
Properties=species:S:1:pos:R:3:forces:R:3:nbo_charge:R:1 method="wB97M-V/def2-TZVPD" mol_weight_g_mol=142.20 orbital_gap_ev=9.2 largest_force_ev_per_a=7.288 lumo_ev=0.769 energy_ha=-459.77697 total_charge=0 relative_energy_kcal_mol=63.9 e_homo_ev=-8.42
C -1.288 -0.854 -1.150 -2.5309 -0.2799 1.5149 0.25
C 0.999 0.569 1.272 3.4429 0.4018 -1.0351 -0.31
C -1.206 -1.545 0.173 0.1050 1.7034 -0.1929 -0.22
C -0.591 -1.569 -2.282 0.7191 0.6662 -0.3833 -0.63
C 2.507 0.839 1.249 0.2455 0.2065 0.3529 -0.61
C 0.272 1.795 1.824 -0.5522 -0.2278 -0.1080 -0.60
N -0.675 -0.118 0.110 -2.6719 -3.1732 -5.9926 -0.48
C 0.579 0.177 -0.286 2.5018 3.0674 5.6894 0.72
N -2.547 -0.226 -1.551 0.4615 -0.4363 -0.0169 -0.83
O 1.190 0.513 -1.283 -1.4506 -1.1581 0.6854 -0.56
H 0.858 -0.262 1.975 -0.3687 -0.1698 -0.5337 0.20
H -2.368 0.400 -2.336 0.0349 -0.2561 0.1002 0.37
H -2.890 0.375 -0.805 0.1266 -0.2418 -0.0449 0.37
H -2.085 -1.591 0.800 0.0151 -0.0581 0.0929 0.22
H -0.431 -2.273 0.365 -0.1043 -0.3387 -0.1870 0.21
H -0.312 -0.866 -3.072 0.0969 -0.1374 0.0865 0.23
H 0.313 -2.091 -1.952 -0.1169 0.2353 -0.0172 0.22
H -1.252 -2.318 -2.730 -0.1898 0.1849 0.3494 0.23
H 2.742 1.702 0.618 -0.0663 -0.1279 -0.0036 0.21
H 2.884 1.060 2.252 0.0457 -0.0342 -0.0289 0.20
H 3.064 -0.019 0.858 -0.0667 0.0970 0.0275 0.21
H -0.771 1.566 2.063 0.0442 0.0744 -0.2798 0.21
H 0.705 2.116 2.778 0.2699 0.0052 -0.2341 0.21
H 0.301 2.621 1.108 0.0093 -0.0029 0.1587 0.21



Entry 5:
26
Properties=species:S:1:pos:R:3:forces:R:3:nbo_charge:R:1 method="wB97M-V/def2-TZVPD" mol_weight_g_mol=174.20 orbital_gap_ev=9.6 largest_force_ev_per_a=5.992 lumo_ev=0.575 energy_ha=-610.29315 total_charge=0 relative_energy_kcal_mol=70.5 e_homo_ev=-8.99
C 0.078 0.375 -1.727 2.4827 1.0498 0.1695 -0.13
C -0.929 -0.132 -0.714 -1.9341 0.5119 -0.9863 0.66
C 0.970 -0.900 -2.201 -2.8662 2.2797 -0.5071 -0.18
C 1.124 -1.872 -1.120 -1.3366 0.9235 0.8231 -0.66
C 0.142 -1.539 -3.322 0.7182 -0.4368 1.3269 -0.61
C 0.035 1.071 1.276 1.4192 -0.0984 1.1014 -0.33
C -0.193 0.842 2.782 0.9717 -0.4068 0.0326 0.79
H 0.831 2.313 -0.944 -0.3729 -0.5861 -0.3486 0.37
H 2.085 1.243 -1.160 -3.0539 -0.1835 0.1733 0.38
H -0.450 0.900 -2.591 0.7435 -0.7698 1.0798 0.22
H 1.923 -0.624 -2.606 0.5762 0.7687 0.0092 0.20
H 1.652 -2.538 -1.595 3.2444 -4.2610 -2.6877 0.22
H 1.791 -1.718 -0.331 0.2981 1.0781 1.8891 0.22
H 0.262 -2.471 -0.954 -1.1560 0.1601 1.0049 0.23
H 0.613 -2.468 -3.661 -0.3245 0.0773 -0.0244 0.20
H -0.829 -1.669 -2.871 -0.4947 -0.5877 -0.2955 0.24
H 0.059 -0.840 -4.101 -0.1436 0.7385 -1.3700 0.20
H -1.310 -0.375 1.147 -1.1493 -0.3698 0.5361 0.42
H 0.949 0.561 0.926 0.7713 1.5104 1.7230 0.28
H -0.017 2.125 0.941 0.2997 -0.5507 0.9620 0.22
H 0.619 1.392 4.431 0.1386 -0.1034 -0.8181 0.50
N 1.010 1.306 -0.910 2.7569 -0.2796 -3.0602 -0.90
N -0.842 0.274 0.561 -2.1775 -1.2649 -0.3022 -0.62
O -1.916 -0.807 -1.025 1.1525 -0.1271 -0.3683 -0.64
O -0.971 0.073 3.303 0.4548 0.9463 -0.6180 -0.59
O 0.798 1.489 3.466 -1.0187 -0.0189 0.5554 -0.69



Entry 6:
27
Properties=species:S:1:pos:R:3:forces:R:3:nbo_charge:R:1 method="wB97M-V/def2-TZVPD" mol_weight_g_mol=206.27 orbital_gap_ev="7.6 / 7.6" largest_force_ev_per_a=6.310 lumo_ev="-0.194 / -0.193" energy_ha=-1008.35296 total_charge=0 relative_energy_kcal_mol=138.6 e_homo_ev="-7.78 / -7.78"
C -0.734 -0.498 1.702 -0.4684 -0.5282 -0.2810 0.00
C -1.293 0.605 2.185 -1.9640 4.2654 1.9757 -0.15
C -1.222 1.439 0.015 -0.9640 -0.8090 -1.1246 -0.23
C 1.644 -2.672 -1.884 -2.4192 0.1004 -1.1070 -0.62
C -0.904 2.951 1.748 0.7985 6.1729 1.0379 -0.45
C 0.713 -1.525 -1.394 1.6424 -0.0886 0.0081 -0.40
C 0.527 -1.561 0.127 1.2221 -0.0003 0.9228 -0.24
N -0.489 -0.638 0.459 -0.3768 0.7711 -2.1694 -0.47
N -1.319 1.710 1.292 0.2790 -1.4911 1.1412 -0.33
O 0.889 2.799 -0.523 -1.2017 0.2981 -0.8681 -0.91
O -0.262 1.467 -2.264 0.0572 -1.1278 -2.3522 -0.93
O -1.200 3.661 -1.699 1.3847 -0.9253 2.0300 -0.87
S -0.314 2.345 -1.180 0.5777 1.7292 2.2284 2.34
H -0.527 -1.316 2.297 0.7446 -1.4376 1.9171 0.19
H -1.559 0.906 3.241 0.4132 -0.8450 -1.4551 0.22
H -1.854 0.674 -0.406 0.0346 0.3874 -0.1947 0.26
H 2.699 -2.373 -1.721 -0.6057 -0.8468 -0.1732 0.21
H 1.221 -3.555 -1.339 1.3050 0.2420 -0.4239 0.20
H 1.334 -2.833 -2.996 1.2560 0.1909 1.7555 0.21
H -1.335 3.384 2.707 -0.2545 -1.3078 -1.0853 0.23
H 0.154 3.160 1.919 0.3764 -1.2664 0.0184 0.23
H -1.045 3.828 0.995 -0.5569 -1.7879 0.9371 0.22
H -0.315 -1.716 -1.697 0.1021 0.4922 -0.9085 0.20
H 1.217 -0.553 -1.801 -1.6646 -1.3833 1.0405 0.22
H 0.010 -2.541 0.547 2.0140 1.0619 -1.0491 0.19
H 1.496 -1.178 0.669 -1.3042 -1.5453 -0.7333 0.18
H -1.513 3.423 -2.561 -0.4273 -0.3213 -1.0872 0.50



Entry 7:
27
Properties=species:S:1:pos:R:3:forces:R:3:nbo_charge:R:1 method="wB97M-V/def2-TZVPD" mol_weight_g_mol=206.27 orbital_gap_ev=6.2 largest_force_ev_per_a=5.054 lumo_ev=-0.662 energy_ha=-1008.33855 total_charge=0 relative_energy_kcal_mol=147.6 e_homo_ev=-6.89
C 2.855 0.472 -0.072 -0.3857 0.5396 0.8932 0.30
C -1.036 1.051 -1.368 2.7505 -3.9230 -1.6079 -0.41
C -1.799 -0.847 -0.049 2.6965 -0.6593 -1.9891 -0.43
C -2.054 1.497 0.748 -0.3755 -1.7157 0.1731 -0.40
C 2.339 -0.817 0.530 -0.2527 -0.5722 1.7507 -0.53
C 0.174 0.358 0.611 -0.7236 -1.4233 -0.2006 -0.27
C 0.847 -0.970 0.119 2.0010 1.4578 0.8666 0.30
N 0.404 -2.047 1.090 1.0896 -2.7163 -2.1211 0.12
N -1.171 0.482 0.005 -0.4620 1.3653 -0.7186 -0.20
O 2.685 0.605 -1.277 0.1129 -0.2958 -1.4176 -0.70
O 0.668 -3.158 0.627 -0.9184 2.2592 1.3993 -0.27
O 0.743 -1.315 -1.242 -2.6095 -0.4699 1.9290 -0.74
S 3.278 1.660 1.036 0.4348 0.5406 0.4121 -0.40
H -0.547 1.928 -1.261 1.6451 2.9248 0.3044 0.22
H -0.392 0.418 -2.153 -1.5842 1.0339 2.2920 0.28
H -1.967 1.227 -1.725 -2.8976 0.3131 -1.2764 0.20
H -1.950 -1.177 0.908 -0.3761 -0.8587 2.4808 0.22
H -2.695 -0.889 -0.588 -1.3080 0.4137 -0.9400 0.22
H -1.000 -1.481 -0.556 -2.0542 0.5420 0.3801 0.28
H -2.951 0.909 1.051 0.7149 0.9429 0.2811 0.23
H -1.601 2.167 1.476 0.5065 -0.9852 0.5420 0.25
H -2.289 2.173 0.000 -1.1926 1.2409 -1.3103 0.22
H 2.770 -1.676 0.066 0.7060 -0.7538 -0.2238 0.23
H 2.491 -0.885 1.669 -0.3233 0.2039 -1.8322 0.26
H 0.752 1.259 0.440 0.1175 0.0226 -0.0945 0.29
H -0.078 0.263 1.660 0.7114 -0.1752 0.3858 0.23
H 1.523 -1.207 -1.745 1.9766 0.7481 -0.3581 0.53



Entry 8:
29
Properties=species:S:1:pos:R:3:forces:R:3:nbo_charge:R:1 method="wB97M-V/def2-TZVPD" mol_weight_g_mol=238.27 orbital_gap_ev=9.6 largest_force_ev_per_a=4.973 lumo_ev=0.505 energy_ha=-1158.82290 total_charge=0 relative_energy_kcal_mol=51.4 e_homo_ev=-9.08
C 1.143 1.083 -1.665 -0.1092 -0.6682 -0.6609 0.65
C -2.045 1.776 0.123 -1.5375 0.9627 -1.4861 -0.26
C -1.878 1.032 1.352 -2.4626 -1.4818 4.0582 -0.62
C -0.235 0.625 -0.957 1.4668 1.5336 -0.5854 -0.22
C 0.088 -0.285 0.251 -0.1367 -2.3267 -1.7479 0.39
C -0.303 -2.753 -0.455 -0.7341 -0.0681 1.1909 -0.28
C 1.497 -0.387 2.158 0.8747 -3.6492 2.4701 -0.31
N -0.896 1.905 -0.710 2.4022 2.3901 2.0265 -0.60
N 1.766 0.121 -2.412 -2.8255 1.2240 0.9450 -0.31
O 1.540 2.227 -1.633 0.0321 -0.1667 0.3985 -0.61
O -1.259 -1.315 2.401 -0.2081 -0.4390 0.3192 -0.98
O 3.018 0.213 -2.845 2.7127 -1.5189 -0.0101 -0.55
O 0.710 -1.747 -0.434 -1.8932 3.0761 1.6305 -0.62
O 0.968 0.330 1.043 1.0249 -0.5453 0.4767 -0.53
S -1.538 -0.742 1.071 0.6635 1.2665 -0.2568 1.23
H -2.763 1.214 -0.467 -0.4785 -0.2355 -0.2509 0.19
H -2.597 2.732 0.312 0.9292 -0.4319 -0.2201 0.23
H -1.274 1.427 2.234 -0.3830 -0.4757 -1.4405 0.25
H -2.979 0.889 1.774 2.0878 0.4425 -0.4214 0.24
H -0.911 0.157 -1.657 0.1536 -0.8402 -0.2494 0.23
H 0.265 -3.648 -0.584 0.3144 -0.8913 -0.0213 0.20
H -0.976 -2.705 -1.372 0.3065 0.3224 1.3900 0.17
H -0.859 -2.877 0.617 1.0963 0.1841 -2.7959 0.19
H 2.338 0.089 2.714 -0.6734 0.4586 -1.2700 0.21
H 1.877 -1.491 1.972 -0.4998 2.3266 -0.7867 0.20
H 0.776 -0.690 2.962 -0.0033 1.1547 -0.9685 0.23
H -0.224 2.616 -0.197 -1.2261 -2.0352 -1.7146 0.39
H 1.436 -0.817 -2.345 0.1680 -0.6158 0.1246 0.40
H 3.316 1.020 -3.251 -1.0616 1.0473 -0.1438 0.49